(1)
Entry from the Open Molecules 2025 dataset: C52H47NNiPSb2 as an isolated structure (ωB97M-V/def2-TZVPD).

Calculated values
2S+1: 1
HOMO energy (spin up / spin down) (eV): -9.99 / -10.13
LUMO (spin up / spin down) (eV): -2.493 / -2.818
M (g/mol): 1019.14
Total charge: +1
E (eV): -119578.017

Structure (XYZ):
```
104
Properties=species:S:1:pos:R:3:forces:R:3:lowdin_charge:R:1
Ni 0.509771 -0.768651 0.316929 0.49 -0.03 0.12 -0.122
C -2.372938 -4.768893 -3.739580 0.01 0.00 0.01 -0.073
C -1.478723 -4.059185 -4.526429 -0.01 -0.01 -0.02 -0.061
C -0.586487 -3.167437 -3.946011 0.01 -0.02 0.03 -0.086
C -0.595093 -2.976921 -2.568517 -0.13 0.03 0.23 -0.357
C -1.488364 -3.703355 -1.780220 0.04 -0.02 -0.03 -0.116
C -2.372864 -4.595880 -2.360993 0.01 -0.01 0.02 -0.076
P 0.594745 -1.936129 -1.676441 0.65 0.43 0.06 1.093
C 1.284504 -0.753860 -2.885418 -0.24 -0.08 -0.16 -0.345
C 2.611655 -0.346144 -2.760248 0.01 0.02 0.05 -0.083
C 3.116654 0.645666 -3.587625 0.02 -0.01 0.01 -0.073
C 2.305343 1.238291 -4.546747 -0.02 0.00 -0.02 -0.076
C 0.983206 0.838308 -4.674376 0.01 0.01 0.00 -0.072
C 0.471209 -0.149571 -3.844698 0.06 -0.02 0.01 -0.119
C 1.951734 -3.083650 -1.343406 0.01 0.03 -0.05 -0.303
C 2.366870 -4.074325 -2.192384 0.03 0.02 -0.01 -0.053
C 3.454913 -4.893648 -1.832140 0.00 -0.02 0.00 -0.059
C 4.082269 -4.715562 -0.630389 -0.02 0.02 0.00 -0.017
C 3.652283 -3.719367 0.278565 -0.03 0.01 -0.01 -0.161
C 4.236834 -3.563463 1.557672 0.02 0.00 0.02 -0.035
C 3.728003 -2.645718 2.427492 0.01 -0.01 0.00 -0.080
C 2.644023 -1.815767 2.051000 -0.09 -0.01 -0.01 -0.160
C 2.075769 -1.884280 0.804322 -0.54 0.27 -0.11 -0.186
C 2.570731 -2.878791 -0.088196 0.06 -0.03 0.02 -0.203
H -3.064840 -5.463219 -4.197851 0.00 0.00 0.00 0.110
H -1.469521 -4.202790 -5.598928 0.00 0.00 0.00 0.111
H 0.115692 -2.632589 -4.570554 0.01 0.02 -0.01 0.107
H -1.481922 -3.563330 -0.703905 -0.01 -0.01 0.00 0.096
H -3.061220 -5.156869 -1.742354 0.00 0.00 0.00 0.109
H 3.250507 -0.802268 -2.012630 0.01 -0.02 -0.01 0.110
H 4.150907 0.949654 -3.490715 0.00 0.00 0.01 0.109
H 2.705693 2.005292 -5.196690 0.00 0.00 0.01 0.108
H 0.343964 1.295497 -5.419139 0.00 0.00 0.00 0.112
H -0.564187 -0.445978 -3.945801 -0.02 0.00 -0.02 0.091
H 1.865244 -4.238416 -3.138281 -0.01 0.01 0.00 0.107
H 3.781444 -5.673211 -2.507506 0.01 0.01 0.00 0.109
H 4.910649 -5.353620 -0.346570 0.00 0.00 0.00 0.118
H 5.069956 -4.195813 1.838915 0.00 0.00 0.00 0.115
H 4.155754 -2.539856 3.417313 -0.02 0.00 0.00 0.107
H 2.256371 -1.129723 2.794855 0.05 0.05 0.02 0.061
C 0.117524 2.494813 -1.583597 -0.10 0.04 0.12 -0.345
C 0.752308 3.569695 -0.700669 0.01 -0.04 0.00 -0.355
C 1.885653 3.075035 0.194410 -0.07 -0.09 0.06 -0.346
Sb 1.478178 1.457781 1.568091 -0.19 0.08 -0.19 1.532
C 3.009579 1.994260 2.962404 -0.06 -0.25 -0.09 -0.356
C 4.184363 1.257367 3.078261 0.02 0.03 -0.09 -0.129
C 5.168647 1.650648 3.976647 0.00 -0.01 -0.02 -0.078
C 4.982124 2.777869 4.761370 -0.01 0.02 0.01 -0.076
C 3.814411 3.519573 4.643201 0.02 0.00 0.00 -0.074
C 2.829751 3.129655 3.747393 -0.01 -0.01 0.03 -0.122
C -0.189090 2.261591 2.642362 0.11 -0.03 -0.06 -0.399
C -0.562770 3.602647 2.613513 0.01 0.00 0.00 -0.136
C -1.667941 4.044342 3.329411 0.00 0.02 -0.02 -0.068
C -2.404279 3.150725 4.091281 0.00 -0.04 0.01 -0.079
C -2.031431 1.814178 4.141836 0.01 0.02 0.01 -0.084
C -0.935774 1.372154 3.414511 0.00 0.01 -0.01 -0.148
Sb -1.220361 1.152520 -0.556360 0.07 -0.16 -0.69 1.508
C -2.396771 0.471199 -2.200956 0.05 0.00 0.11 -0.380
C -2.699801 1.287727 -3.287683 0.01 -0.02 -0.01 -0.128
C -3.490448 0.808514 -4.320789 0.01 0.01 -0.01 -0.074
C -3.993736 -0.487036 -4.271616 0.00 0.00 0.01 -0.069
C -3.718679 -1.295868 -3.180739 -0.01 0.00 0.00 -0.075
C -2.925099 -0.812743 -2.146721 0.01 0.04 0.00 -0.151
C -2.721633 2.520855 0.081445 0.17 -0.21 0.31 -0.363
C -3.687696 2.057020 0.968603 0.01 0.05 0.02 -0.140
C -4.746868 2.873727 1.337483 -0.01 0.01 0.00 -0.082
C -4.839564 4.160928 0.827877 0.00 -0.02 0.00 -0.076
C -3.876049 4.627054 -0.055327 0.02 0.01 -0.01 -0.072
C -2.818289 3.808961 -0.430398 0.00 0.02 -0.02 -0.121
H 0.886678 1.869778 -2.041836 -0.02 -0.02 0.00 0.035
H -0.454059 2.948310 -2.393846 0.01 0.02 -0.02 0.050
H -0.012762 4.061258 -0.097538 -0.01 0.02 0.00 0.066
H 1.165537 4.347010 -1.351857 -0.01 0.00 0.00 0.116
H 2.280010 3.886117 0.808482 0.01 0.01 0.00 0.060
H 2.711659 2.701447 -0.416437 0.01 0.02 0.01 0.060
H 4.349912 0.384915 2.458195 -0.02 -0.06 0.02 0.085
H 6.081390 1.075021 4.060115 0.00 0.00 0.00 0.107
H 5.746507 3.081344 5.464472 0.00 0.00 0.00 0.108
H 3.667924 4.402738 5.251340 0.00 0.00 0.00 0.108
H 1.918808 3.711491 3.676351 -0.01 0.00 0.01 0.087
H 0.008312 4.320417 2.036800 0.00 0.00 0.00 0.096
H -1.953733 5.087577 3.288666 0.00 0.00 0.00 0.113
H -3.266201 3.495261 4.647527 0.00 0.00 0.00 0.110
H -2.595554 1.120029 4.752945 0.00 0.00 0.00 0.103
H -0.649804 0.326409 3.455310 -0.02 0.00 0.00 0.073
H -2.319827 2.301279 -3.341138 -0.01 0.01 0.00 0.093
H -3.718513 1.445765 -5.165703 0.00 0.00 0.00 0.108
H -4.606877 -0.858866 -5.082138 0.00 0.00 0.00 0.108
H -4.110126 -2.304379 -3.135517 0.00 0.02 0.00 0.103
H -2.704253 -1.453500 -1.300087 -0.04 0.04 -0.02 0.076
H -3.616341 1.056779 1.381980 -0.01 0.00 0.00 0.094
H -5.498461 2.506286 2.024525 0.00 0.00 0.00 0.108
H -5.664685 4.799497 1.114675 0.00 0.00 0.00 0.107
H -3.947519 5.629052 -0.458610 -0.01 0.00 0.00 0.108
H -2.080662 4.188017 -1.127671 0.01 0.00 0.00 0.093
C -1.471796 -3.686489 4.340561 0.00 0.02 -0.03 -0.077
C -2.290120 -2.815662 3.380588 0.00 -0.05 0.08 -0.197
C -1.443023 -2.194005 2.367989 0.07 -0.08 -0.03 -0.130
N -0.739804 -1.722592 1.596178 -0.40 -0.03 0.39 0.166
H -2.133949 -4.123957 5.084548 0.00 0.00 0.00 0.082
H -0.716439 -3.093977 4.853950 0.00 0.00 0.00 0.082
H -0.972239 -4.490898 3.803876 0.00 0.00 0.00 0.084
H -2.804573 -2.016335 3.917249 -0.01 0.00 -0.02 0.119
H -3.052213 -3.404758 2.868489 0.00 0.01 -0.01 0.124
```
Positions in Å, forces in eV/Å.

=====

(2)
Entry from the Open Molecules 2025 dataset: one molecule with the formula C28H27N3O3S2 (ωB97M-V/def2-TZVPD).

Calculated values
2S+1: 1
HOMO energy (eV): -8.42
Relative energy (zero: lowest compared OMol25 entry of this formula, charge and spin) (kcal per mole): 0.2
LUMO (eV): 0.271
M (g/mol): 517.68
E (eV): -61759.629
Structure (SMILES): CCc1cccc(CC)c1NC(=O)CSc1nc2ccc(N3C(=O)[C@@H]4[C@H](C3=O)[C@H]3C=C[C@@H]4C3)cc2s1

Structure (XYZ):
```
63
Properties=species:S:1:pos:R:3:forces:R:3:lowdin_charge:R:1
C 7.438501 0.539413 -2.362010 -0.17 -0.07 0.12 -0.106
C 6.509981 0.213042 -1.197568 0.26 -0.04 -0.07 -0.199
C 5.746975 1.385480 -0.646421 -0.07 -0.09 0.03 -0.144
C 6.184207 2.690178 -0.837813 -0.02 -0.04 0.03 -0.038
C 5.445022 3.767721 -0.388946 -0.03 0.09 -0.01 -0.076
C 4.235612 3.557758 0.244753 0.07 -0.04 -0.04 -0.047
C 3.772355 2.271254 0.475299 0.03 -0.07 0.18 -0.173
C 2.422568 2.083754 1.115087 -0.05 0.05 -0.18 -0.195
C 1.329386 2.074020 0.042599 -0.02 0.01 0.23 -0.077
C 4.548537 1.188873 0.050983 0.19 0.30 0.04 -0.125
N 4.077701 -0.121330 0.307719 -0.29 0.44 -0.23 0.123
C 4.780338 -1.094624 0.925948 -0.28 -0.48 0.16 -0.537
O 5.912491 -0.995366 1.340557 0.18 0.02 0.17 0.076
C 4.005439 -2.402587 1.089214 -0.05 -0.10 -0.25 -0.334
S 3.109616 -2.938899 -0.405329 0.37 -0.29 0.04 0.949
C 1.562578 -2.228689 -0.102054 -0.39 -0.02 -0.17 -0.938
N 1.316374 -1.437698 0.882455 0.77 -0.08 0.16 0.025
C 0.009335 -1.048558 0.904226 -1.01 -0.06 -0.47 -0.321
C -0.577308 -0.217240 1.853054 -0.01 -0.15 -0.10 -0.009
C -1.914733 0.088888 1.737423 -0.05 -0.03 0.00 0.004
C -2.672770 -0.413344 0.676578 0.37 -0.13 -0.09 -0.168
N -4.044206 -0.070551 0.581534 0.44 -0.15 0.08 0.108
C -4.517513 1.223859 0.762790 -0.33 0.08 0.01 -0.371
O -3.829705 2.178626 1.002237 0.05 0.16 0.02 0.130
C -6.016662 1.198848 0.570766 -0.01 0.27 0.15 -0.118
C -6.359391 -0.257196 0.255499 -0.13 -0.28 0.00 -0.118
C -5.040597 -0.994550 0.287003 -0.35 0.08 0.19 -0.370
O -4.855667 -2.164944 0.093719 -0.02 -0.18 -0.10 0.131
C -6.935989 -0.179587 -1.187568 0.03 -0.21 -0.11 -0.213
C -8.237757 0.570156 -1.042009 -0.07 -0.03 -0.14 -0.038
C -7.942520 1.834109 -0.766519 -0.03 0.11 -0.11 -0.038
C -6.438479 1.950966 -0.723790 0.15 0.21 -0.02 -0.213
C -6.055868 0.920450 -1.792472 0.03 0.03 -0.16 -0.078
C -2.111480 -1.243778 -0.282100 -0.11 0.11 0.04 -0.001
C -0.773801 -1.562771 -0.152159 0.29 0.16 0.28 -0.445
S 0.203849 -2.583765 -1.172589 0.25 0.21 0.43 1.051
H 8.288865 1.133571 -2.037675 0.10 0.08 -0.04 0.068
H 7.822527 -0.384883 -2.788028 0.07 -0.03 -0.05 0.070
H 6.906805 1.081701 -3.141350 0.03 0.07 -0.12 0.078
H 7.091462 -0.236847 -0.387252 -0.12 -0.03 -0.12 0.110
H 5.789226 -0.543383 -1.523661 0.02 -0.01 0.08 0.115
H 7.113531 2.871163 -1.352357 0.11 -0.01 -0.09 0.101
H 5.806307 4.773108 -0.546466 0.03 0.09 -0.02 0.102
H 3.643652 4.398481 0.576238 -0.08 0.09 0.06 0.112
H 2.383342 1.160650 1.695881 0.02 0.02 0.07 0.095
H 2.234566 2.913754 1.798586 0.04 -0.05 0.05 0.113
H 0.345342 1.981297 0.496349 -0.12 -0.01 -0.05 0.061
H 1.361837 2.997888 -0.530238 -0.01 0.06 -0.09 0.079
H 1.467229 1.245740 -0.650573 -0.01 -0.10 -0.12 0.074
H 3.077060 -0.254005 0.242382 0.09 -0.13 0.05 0.089
H 4.711279 -3.196881 1.328663 -0.03 0.11 -0.01 0.086
H 3.265314 -2.306585 1.884120 0.08 -0.02 0.02 0.084
H 0.016459 0.166742 2.666363 0.08 0.06 0.11 0.120
H -2.384731 0.730216 2.464991 -0.04 0.05 0.04 0.119
H -6.508760 1.617586 1.449232 0.09 -0.06 -0.01 0.165
H -7.064746 -0.733484 0.937088 0.12 0.00 0.00 0.165
H -6.974014 -1.139421 -1.694494 0.00 -0.02 0.00 0.148
H -9.205086 0.107953 -1.100114 -0.26 -0.05 0.06 0.108
H -8.613021 2.643657 -0.547860 -0.22 0.12 0.10 0.108
H -6.017931 2.949021 -0.804759 0.01 0.01 0.01 0.148
H -6.385692 1.213902 -2.787312 0.00 0.00 0.01 0.127
H -4.993646 0.680995 -1.820834 0.11 -0.03 0.00 0.123
H -2.700367 -1.640577 -1.092097 -0.12 -0.01 -0.04 0.121
```
Positions in Å, forces in eV/Å.

=====

(3)
Entry from the Open Molecules 2025 dataset: C7H15N2O as an isolated structure (ωB97M-V/def2-TZVPD).

Calculated values
2S+1: 1
HOMO energy (spin up / spin down) (eV): -13.06 / -13.06
Relative energy (zero: lowest compared OMol25 entry of this formula, charge and spin) (kcal per mole): 193.0
LUMO (spin up / spin down) (eV): -5.620 / -5.619
M (g/mol): 143.21
Total charge: +1
E (eV): -12516.295

Structure (XYZ):
```
25
Properties=species:S:1:pos:R:3:forces:R:3:lowdin_charge:R:1
C 0.906303 0.454922 -0.740332 2.24 2.28 4.21 0.078
C 2.564354 0.602813 0.421870 -4.55 0.46 0.07 -0.093
C -0.040530 -2.560235 -0.095773 1.09 -0.47 -0.60 -0.064
C -0.757350 1.404448 1.023262 -1.67 -2.61 -1.61 -0.006
C -1.323126 0.303115 -1.236768 -2.42 0.43 0.96 -0.031
C -0.270912 -1.163165 0.667725 0.75 -1.26 -2.09 -0.125
C -0.387605 0.269553 -0.013145 0.99 -0.96 -0.86 -0.531
N 3.626401 0.212843 -0.259128 1.45 0.25 -2.65 -0.080
N 1.732095 1.634295 -0.279944 -1.36 -0.12 -0.22 0.112
O 4.353764 -0.652143 0.154250 -0.05 -0.30 0.80 0.057
H 1.225928 -0.206323 -1.482616 0.77 -0.26 -1.48 0.139
H 2.199386 0.346732 1.387884 0.18 -0.04 0.80 0.133
H -0.657136 -2.780123 -0.964278 -0.02 0.78 -0.37 0.066
H 1.004559 -2.823848 -0.335308 0.04 1.26 -0.63 0.069
H -0.130819 -3.567557 0.371443 -0.99 1.22 1.41 0.088
H -0.014263 1.356715 1.795828 0.32 0.68 0.62 0.071
H -0.781935 2.298762 0.329597 -0.56 -0.35 1.66 0.110
H -1.781000 1.013325 1.508665 2.14 1.62 -1.22 0.165
H -1.456742 1.295517 -1.718167 0.46 -0.45 0.39 0.108
H -2.373102 0.014700 -0.923920 1.10 0.17 -0.22 0.130
H -1.010221 -0.401894 -1.960819 0.22 -0.72 -0.87 0.071
H 0.533556 -1.086212 1.363744 0.10 0.04 1.00 0.090
H -1.212633 -1.273001 1.058388 -2.11 -0.28 1.85 0.079
H 2.227322 2.217568 -0.952206 0.27 -0.23 -0.30 0.188
H 1.076754 2.257244 0.307035 1.61 -1.15 -0.67 0.177
```
Positions in Å, forces in eV/Å.

=====

- Among the records above, which one has the highest M?
  C52H47NNiPSb2

=====

- Which value of E does entry 2 give?
  -61759.629 eV

=====

- Among the records above, which one has the highest E?
  C7H15N2O